No. 1
DFT (ωB97M-V/def2-TZVPD) results for one molecule with the formula C9H11NO at a distorted geometry.

Geometry as XYZ:
```
22
Properties=species:S:1:pos:R:3
N 2.00166 1.09404 1.22287
C 2.52437 0.67877 -0.04131
C 3.07625 -0.70734 -0.26879
C 1.68260 -0.31178 -0.83658
O 0.70443 -0.87277 -0.01741
C -0.51083 -0.41263 -0.06027
C -1.53870 -1.32555 0.23205
C -2.84115 -0.79164 0.42984
C -3.26045 0.50776 0.06502
C -2.16653 1.28451 -0.44618
C -0.84745 0.80495 -0.52743
H 1.29415 0.46817 1.59523
H 2.66202 1.10988 1.93544
H 3.06222 1.42886 -0.59527
H 3.83602 -0.94509 -0.95560
H 2.99423 -1.46923 0.57847
H 1.52693 -0.34303 -1.88629
H -1.44842 -2.38699 0.43170
H -3.60220 -1.50835 0.71012
H -4.26858 0.80828 0.14916
H -2.42123 2.31446 -0.95738
H 0.00918 1.48459 -0.70455
```

Calculated values
2S+1   1
SMILES   N[C@H]1C[C@H]1Oc1ccccc1
Energy above the lowest of the compared OMol25 structures with the same formula, charge and spin   2.489 eV
E   -479.4531 Ha
Net charge   0
Gap between HOMO and LUMO   9.56 eV

---

No. 2
DFT (ωB97M-V/def2-TZVPD) results for one molecule with the formula C9H11NO2 at a distorted geometry.

Geometry as XYZ:
```
23
Properties=species:S:1:pos:R:3
N 3.11256 -0.41819 1.03738
C 2.61273 -0.32256 -0.35621
C 2.01226 1.07497 -0.62513
C 0.56599 0.92612 -0.11395
C -0.35462 1.94850 0.02636
C -1.72993 1.63813 0.25063
C -2.02013 0.29157 0.17877
O -3.33480 -0.23984 0.06561
C -1.12144 -0.74638 -0.01103
O -1.46487 -2.05105 -0.01265
C 0.24294 -0.35984 -0.18645
C 1.36229 -1.28568 -0.37797
H 2.44606 -0.05904 1.74111
H 3.93286 0.18476 1.12809
H 3.29840 -0.54566 -1.16197
H 2.45474 1.94018 0.03678
H 2.09951 1.38924 -1.67832
H -0.20245 3.06324 0.00625
H -2.67097 2.17220 0.50268
H -4.21063 0.37403 -0.46644
H -2.37843 -2.06369 0.29763
H 1.36527 -2.09562 0.42747
H 1.05453 -2.09409 -1.22861
```

Calculated values
2S+1   1
SMILES   N[C@@H]1Cc2ccc(O)c(O)c2C1
Energy above the lowest of the compared OMol25 structures with the same formula, charge and spin   3.149 eV
E   -554.6956 Ha
Net charge   0
Gap between HOMO and LUMO   8.34 eV

---

No. 3
DFT (ωB97M-V/def2-TZVPD) results for one molecule with the formula C9H11NO2 at a distorted geometry.

Geometry as XYZ:
```
23
Properties=species:S:1:pos:R:3
C 0.73146 -1.96780 -2.25093
C 1.64116 -2.37563 -1.38486
C -0.07914 -1.03900 -1.43999
C 0.37790 -1.10723 -0.13908
C -1.09874 -0.20428 -1.86162
C -1.78045 0.60110 -1.08261
C -1.55450 0.89290 0.34995
C -0.13974 1.26121 0.63758
C 0.20622 1.34289 2.04212
N 1.48017 -1.88359 -0.12271
O -1.84968 -0.24131 1.15833
O 0.57259 1.92630 -0.29853
H 0.68914 -2.15146 -3.21730
H 2.54294 -2.97259 -1.54123
H -1.17962 -0.28430 -2.89193
H -2.44080 1.25927 -1.47835
H -2.34499 1.67603 0.59877
H 1.37558 1.50681 2.23467
H -0.29645 0.50473 2.59236
H -0.18254 2.27579 2.45342
H 2.26781 -2.08781 0.51015
H -1.37641 -1.07472 0.79590
H 1.51121 1.81845 -0.07821
```

Calculated values
2S+1   1
Energy above the lowest of the compared OMol25 structures with the same formula, charge and spin   6.193 eV
E   -554.5837 Ha
Net charge   0
Gap between HOMO and LUMO (spin up / spin down)   7.12 / 7.12 eV

---

No. 4
DFT (ωB97M-V/def2-TZVPD) results for one molecule with the formula C9H11NO2 at a distorted geometry.

Geometry as XYZ:
```
23
Properties=species:S:1:pos:R:3
N 0.37991 -2.05119 -2.21655
C 0.49009 -0.80269 -1.46624
C 0.70185 -0.93418 0.05496
C -0.08053 0.06346 0.87987
C -1.17322 -0.37321 1.67021
C -1.91051 0.53186 2.41235
C -1.59153 1.88535 2.39137
C -0.52517 2.32865 1.61284
C 0.21771 1.42252 0.86747
C 1.58870 0.05472 -2.12589
O 2.20096 0.92409 -1.55993
O 1.79081 -0.24622 -3.42413
H 1.05423 -2.73619 -1.88022
H -0.50697 -2.44382 -2.09074
H -0.46756 -0.25077 -1.65746
H 1.77054 -0.87719 0.26643
H 0.36443 -1.93939 0.37576
H -1.41629 -1.42672 1.70124
H -2.74929 0.15621 3.01071
H -2.18188 2.59961 2.93400
H -0.26550 3.35980 1.57046
H 1.06799 1.76781 0.26751
H 1.24123 -1.01251 -3.59402
```

Calculated values
2S+1   1
SMILES   N[C@@H](Cc1ccccc1)C(=O)O
Energy above the lowest of the compared OMol25 structures with the same formula, charge and spin   0.100 eV
E   -554.8076 Ha
Net charge   0
Gap between HOMO and LUMO   9.73 eV

---

No. 5
DFT (ωB97M-V/def2-TZVPD) results for a 2-piece molecular cluster, C9H11NO2S overall.

Geometry as XYZ:
```
24
Properties=species:S:1:pos:R:3
C 1.40112 -1.46133 2.05554
C 0.86324 -2.44740 1.22668
C 1.05220 -0.14815 1.88775
C -0.03891 -2.10783 0.23165
C 0.15669 0.24448 0.85831
C -0.40456 -0.78762 0.04476
C -1.95716 0.74352 -0.84947
C -0.13498 1.56692 0.58125
C -0.99140 1.91549 -0.59157
N 1.51914 -0.59456 -2.33493
O -1.29328 -0.49919 -0.94787
O -1.68925 3.12732 -0.44368
S 2.28913 0.79671 -1.87273
H 2.10039 -1.74250 2.82854
H 1.14270 -3.47977 1.36615
H 1.47160 0.62443 2.51386
H -0.48119 -2.86114 -0.40419
H -2.69046 0.69885 -0.03027
H -2.48824 0.87599 -1.79428
H 0.29823 2.37138 1.15268
H -0.35469 2.06675 -1.47615
H 0.51470 -0.56418 -2.43716
H 1.87735 -1.46165 -1.96155
H -2.16238 3.12349 0.39668
```

Calculated values
2S+1   1
Energy above the lowest of the compared OMol25 structures with the same formula, charge and spin   2.832 eV
E   -952.8895 Ha
Net charge   0
Gap between HOMO and LUMO (spin up / spin down)   7.64 / 6.56 eV

---

No. 6
DFT (ωB97M-V/def2-TZVPD) results for a 2-piece molecular cluster, C9H11NO3S overall at a distorted geometry.

Geometry as XYZ:
```
25
Properties=species:S:1:pos:R:3
C 3.89010 -0.55442 -0.62826
C 3.82502 0.82477 -0.59307
C 2.74502 -1.24889 -0.19311
C 2.66047 1.39803 -0.14261
C 1.68881 -0.52085 0.13844
C -1.93276 -0.36150 -1.61174
C -3.07755 -0.97518 -0.70423
C -2.02049 -0.15193 -0.18665
C -1.28199 1.97416 0.74237
N 1.52093 0.76505 0.15165
O 0.26269 -2.44300 -0.80484
O 0.31953 -2.18746 1.65588
O -2.12972 0.89119 0.56903
S 0.12922 -1.56254 0.37208
H 4.92795 -1.05052 -0.82644
H 4.59659 1.37761 -1.05777
H 2.63675 -2.26775 -0.24446
H 2.48946 2.47684 -0.06632
H -1.13013 -0.98359 -2.01755
H -2.10551 0.54893 -2.23054
H -4.09061 -0.42463 -0.92661
H -2.98990 -2.07078 -0.42635
H -2.00317 2.72669 1.14078
H -0.71653 2.23570 -0.14151
H -0.43848 1.60747 1.44037
```

Calculated values
2S+1   1
Energy above the lowest of the compared OMol25 structures with the same formula, charge and spin   6.341 eV
E   -1028.0092 Ha
Net charge   0
Gap between HOMO and LUMO (spin up / spin down)   7.62 / 7.62 eV